A 10-piece molecular cluster, C60H66BClO5 overall at a distorted geometry, computed with the ωB97M-V functional and the def2-TZVPD basis.

Results
Maximum force   8.77 eV/A
LUMO level   -0.2 eV
Orbital gap   9.12 eV
Structure (SMILES)   CCOC[C@H](Cl)OC(=O)B(O)OC.c1ccccc1.c1ccccc1.c1ccccc1.c1ccccc1.c1ccccc1.c1ccccc1.c1ccccc1.c1ccccc1.c1ccccc1
HOMO energy   -9.3 eV

The geometry in XYZ format:
```
133
Properties=species:S:1:pos:R:3:forces:R:3
C 3.264982 1.991717 0.318311 -0.3 -0.2 0.6
C 1.798831 2.491718 0.856185 -0.5 -1.9 -0.3
O 1.411348 3.849676 0.441254 0.5 0.0 2.5
C 1.242313 4.756418 1.587213 0.8 0.0 -0.1
C -0.281808 4.836809 2.191779 1.2 1.3 1.0
Cl -0.877856 3.196082 2.918275 0.6 1.6 -0.8
O -1.273731 5.449500 1.282355 -0.4 -3.6 0.1
C -2.063806 4.437623 0.564201 3.3 -3.2 -4.9
O -1.506989 3.649615 -0.397331 -3.5 5.1 6.2
B -3.705419 4.180383 0.791370 -1.7 0.0 0.8
O -4.616980 4.505011 -0.326118 3.7 -1.8 1.2
O -4.156018 3.593848 2.098022 0.7 -0.1 -3.9
C -4.626508 2.201859 1.828703 -0.7 -0.8 -1.4
H 3.654459 2.692309 -0.534809 -0.7 -1.4 1.6
H 3.122735 0.873930 -0.074013 0.5 2.5 0.8
H 4.017581 1.974893 1.243248 -1.4 0.1 -2.3
H 0.998748 1.751900 0.375589 1.5 1.7 1.1
H 1.751767 2.308372 2.024341 0.0 0.7 -2.4
H 1.571327 5.858913 1.270300 -1.1 -2.4 0.4
H 2.034613 4.434366 2.416311 -2.1 0.7 -1.3
H -0.221656 5.564823 3.135698 -0.3 -1.6 -2.2
H -4.059002 4.366665 -1.169126 -1.2 0.6 1.7
H -3.837583 1.387368 2.184929 -1.7 2.0 -0.5
H -4.745161 2.086236 0.647926 0.2 0.0 2.5
H -5.711878 2.006040 2.264042 2.5 0.6 -0.6
C -4.409230 -3.066220 0.850019 0.0 0.0 0.2
C -5.082171 -3.718256 1.882863 0.1 0.1 0.0
C -4.781987 -3.417328 3.211073 0.1 0.2 -0.1
C -3.814816 -2.456202 3.506593 -0.1 -0.1 -0.2
C -3.144558 -1.801476 2.473649 -0.1 -0.1 -0.1
C -3.438183 -2.109137 1.145465 -0.1 -0.1 0.1
H -4.641033 -3.303477 -0.184978 0.0 0.0 0.1
H -5.840672 -4.462215 1.652456 0.1 0.1 0.0
H -5.301742 -3.930390 4.015645 0.1 0.1 -0.1
H -3.584219 -2.218027 4.541586 0.0 0.0 -0.1
H -2.392026 -1.051324 2.704122 -0.1 -0.1 0.0
H -2.911902 -1.602840 0.341053 -0.1 -0.1 0.1
C 5.913108 5.851261 3.080030 0.1 -0.1 -0.2
C 7.268853 5.537325 3.170405 -0.1 0.0 -0.1
C 7.914371 4.916056 2.101695 -0.2 0.1 0.0
C 7.205632 4.617399 0.937647 -0.1 0.1 0.2
C 5.850737 4.934779 0.845904 0.1 0.0 0.1
C 5.203035 5.547639 1.918205 0.2 0.0 0.0
H 5.409562 6.332352 3.914438 0.1 -0.1 -0.1
H 7.822663 5.776313 4.074875 -0.1 0.0 -0.1
H 8.969151 4.665492 2.174983 -0.1 0.0 0.0
H 7.709676 4.137680 0.102829 -0.1 0.0 0.1
H 5.298958 4.703439 -0.061935 0.1 0.0 0.1
H 4.146196 5.789744 1.848464 0.1 0.0 0.0
C -4.777527 -9.169321 3.140425 0.0 0.1 -0.1
C -5.094609 -9.383644 1.799421 0.0 0.1 0.1
C -4.862397 -8.381102 0.858253 0.1 0.1 0.2
C -4.303344 -7.166624 1.257026 -0.1 -0.2 0.1
C -3.982792 -6.953750 2.597480 0.0 -0.1 0.0
C -4.223644 -7.952907 3.540147 0.0 -0.1 -0.2
H -4.961811 -9.949629 3.874183 0.0 0.1 -0.1
H -5.523855 -10.332562 1.487671 0.1 0.1 0.0
H -5.115792 -8.545927 -0.185460 0.1 0.0 0.1
H -4.117769 -6.387032 0.522921 0.0 -0.1 0.1
H -3.545619 -6.007849 2.907802 -0.1 -0.2 -0.1
H -3.978900 -7.784664 4.585222 0.0 0.0 -0.1
C 7.237076 2.917374 -3.943932 0.1 0.2 0.0
C 7.880459 3.414278 -5.077030 0.0 0.1 0.1
C 8.398655 4.708989 -5.074266 -0.1 -0.1 0.2
C 8.282000 5.504045 -3.933743 -0.1 -0.2 0.0
C 7.641900 5.005726 -2.799356 0.0 -0.1 -0.1
C 7.115503 3.714286 -2.805345 0.1 0.1 -0.2
H 6.830340 1.909508 -3.947637 0.1 0.1 0.0
H 7.977377 2.792232 -5.963344 0.0 0.1 0.1
H 8.893986 5.098259 -5.959607 -0.1 -0.1 0.1
H 8.690088 6.511299 -3.929723 -0.1 -0.1 0.0
H 7.552517 5.624872 -1.910076 0.0 -0.1 -0.1
H 6.612041 3.328382 -1.923308 0.0 0.0 -0.1
C -6.695865 -10.762137 -4.826758 0.1 0.2 0.1
C -5.489269 -10.266000 -5.319444 -0.1 0.1 0.1
C -4.836129 -9.229864 -4.652631 -0.2 -0.1 0.1
C -5.385258 -8.696063 -3.486427 -0.1 -0.1 -0.1
C -6.589992 -9.194812 -2.991702 0.1 0.0 -0.1
C -7.247828 -10.224672 -3.663703 0.1 0.0 -0.1
H -7.206322 -11.567341 -5.348603 0.1 0.1 0.1
H -5.057970 -10.686673 -6.224376 -0.1 0.1 0.1
H -3.899395 -8.838956 -5.040488 -0.1 -0.1 0.1
H -4.873929 -7.891916 -2.963932 -0.1 -0.1 -0.1
H -7.016959 -8.779807 -2.081966 0.0 -0.1 -0.1
H -8.189144 -10.609220 -3.281036 0.1 0.1 0.0
C 9.688604 6.778588 6.343906 0.1 0.2 0.0
C 10.331987 7.275492 5.210807 0.0 0.1 0.1
C 10.850183 8.570202 5.213571 -0.1 0.0 0.2
C 10.733528 9.365259 6.354094 -0.1 -0.2 0.0
C 10.093428 8.866939 7.488482 0.0 -0.1 -0.1
C 9.567031 7.575500 7.482492 0.1 0.1 -0.2
H 9.281868 5.770722 6.340200 0.1 0.1 0.0
H 10.428905 6.653446 4.324493 0.0 0.1 0.1
H 11.345514 8.959473 4.328230 -0.1 -0.1 0.1
H 11.141615 10.372513 6.358114 -0.1 -0.1 0.0
H 10.004045 9.486086 8.377761 0.0 -0.1 -0.1
H 9.063569 7.189596 8.364530 0.1 0.1 -0.1
C 13.285147 8.402845 0.553489 -0.2 -0.1 0.0
C 13.023749 7.472247 -0.451710 -0.1 0.0 0.1
C 11.751184 6.914958 -0.573431 0.0 0.1 0.1
C 10.736380 7.296136 0.304859 0.2 0.0 0.0
C 10.996857 8.229580 1.307714 0.1 0.0 -0.1
C 12.271937 8.779905 1.435226 0.0 -0.2 -0.2
H 14.277952 8.834394 0.650172 -0.1 -0.1 0.0
H 13.812741 7.180433 -1.140348 -0.1 0.0 0.1
H 11.549612 6.184863 -1.352561 0.0 0.1 0.1
H 9.743303 6.865611 0.207092 0.1 0.1 0.0
H 10.205470 8.527736 1.991058 0.1 -0.1 -0.1
H 12.475946 9.502944 2.220071 0.0 -0.1 -0.1
C -10.414853 -7.893485 -3.701556 -0.2 -0.1 0.0
C -10.676251 -8.824083 -4.706756 -0.1 0.0 0.1
C -11.948816 -9.381372 -4.828477 0.0 0.1 0.1
C -12.963620 -9.000194 -3.950187 0.2 0.1 0.0
C -12.703143 -8.066750 -2.947332 0.1 -0.1 -0.1
C -11.428063 -7.516425 -2.819820 0.0 -0.1 -0.1
H -9.422048 -7.461936 -3.604874 -0.1 -0.1 0.0
H -9.887259 -9.115897 -5.395394 -0.1 0.0 0.1
H -12.150388 -10.111467 -5.607607 0.0 0.1 0.1
H -13.956697 -9.430720 -4.047954 0.1 0.1 0.0
H -13.494530 -7.768595 -2.263987 0.1 -0.1 -0.1
H -11.224054 -6.793386 -2.034975 0.0 -0.1 -0.1
C -9.495219 -2.118974 -3.470926 0.1 -0.2 0.0
C -8.161428 -2.143302 -3.064506 -0.1 -0.1 0.0
C -7.423917 -3.323042 -3.159909 -0.2 0.0 -0.1
C -8.018060 -4.477067 -3.671510 -0.1 0.2 0.0
C -9.350804 -4.451692 -4.081432 0.0 0.1 0.0
C -10.091004 -3.274316 -3.977337 0.2 0.0 0.1
H -10.070665 -1.200242 -3.393236 0.1 -0.1 0.0
H -7.696547 -1.242229 -2.672284 -0.1 -0.1 -0.1
H -6.386633 -3.343414 -2.836890 -0.1 0.0 -0.1
H -7.442051 -5.395264 -3.750503 -0.1 0.1 0.0
H -9.813185 -5.350694 -4.481618 0.1 0.2 0.1
H -11.130849 -3.256366 -4.291640 0.1 0.0 0.0
```
Forces are in eV/Å.


One molecule with the formula C6H7NO2 at a distorted geometry, computed with the ωB97M-V functional and the def2-TZVPD basis.

Results
Relative energy (zero: lowest compared OMol25 entry of this formula, charge and spin)   223.6 kJ/mol
Maximum force   3.94 eV/A
LUMO level   0.6 eV
Orbital gap   9.72 eV
Structure (SMILES)   C=NCC(=O)C(C)=C=O
HOMO energy   -9.1 eV

The geometry in XYZ format:
```
16
Properties=species:S:1:pos:R:3:forces:R:3
C -1.020812 0.528693 0.021788 -0.8 0.5 0.9
C -0.198396 1.580438 0.094684 1.3 3.2 -0.3
C -0.616346 -0.822848 0.251447 0.3 -1.1 -0.8
C -2.534466 0.639183 -0.130674 -0.4 1.4 0.2
C 2.880147 -0.078048 0.091580 -0.3 -0.4 -0.1
C 0.844626 -1.096407 -0.033427 -2.4 -0.3 -2.0
N 1.641780 0.026371 -0.046970 0.2 2.3 0.1
O 0.309752 2.664296 0.113349 -1.7 -3.5 0.0
O -1.407550 -1.759189 0.309888 0.6 0.6 0.5
H -2.728185 0.368574 -1.208261 -0.3 0.7 1.1
H -2.985270 -0.196683 0.488113 0.4 1.4 -0.6
H 3.321911 -1.059429 0.099043 0.6 -0.5 0.2
H 3.485252 0.786486 0.225102 0.5 0.6 -0.1
H 1.253276 -1.807236 0.567175 0.8 -2.6 1.7
H 0.619426 -1.506118 -1.041350 0.9 0.0 0.1
H -2.865148 1.731910 0.198518 0.2 -2.5 -1.0
```
Forces are in eV/Å.


One molecule with the formula C2H3BrN2S at a distorted geometry, computed with the ωB97M-V functional and the def2-TZVPD basis.

Results
Relative energy (zero: lowest compared OMol25 entry of this formula, charge and spin)   435.3 kJ/mol
Maximum force   5.49 eV/A
LUMO level   -0.8 eV
Orbital gap   6.82 eV
HOMO energy   -7.6 eV

The geometry in XYZ format:
```
9
Properties=species:S:1:pos:R:3:forces:R:3
C -0.126261 -0.267167 -2.509594 1.8 3.1 0.2
C -0.969060 -0.994452 -0.391359 -2.3 0.8 -1.8
N -0.497640 -0.902009 -1.586584 -2.8 -0.4 3.8
N -0.268502 -1.692306 0.498401 -1.3 -0.9 5.3
S 1.240197 -0.915454 1.109686 -0.4 0.0 -0.4
Br -2.873401 -0.161452 0.067804 2.6 -1.1 -0.7
H 0.065947 -0.578137 -3.438826 0.0 -1.4 -3.7
H 1.540092 -1.419952 -0.057557 2.0 0.2 -0.6
H -0.786775 -1.835593 1.413432 0.4 -0.3 -1.9
```
Forces are in eV/Å.


A 3-piece molecular cluster, C25H40Cl2N2O5S overall at a distorted geometry, computed with the ωB97M-V functional and the def2-TZVPD basis.

Results
Maximum force   2.90 eV/A
LUMO level (alpha / beta)   -0.9 / -0.9 eV
Multiplicity   3
Orbital gap (alpha / beta)   7.56 / 8.33 eV
HOMO energy (alpha / beta)   -8.4 / -9.2 eV
Expectation value of S²   2.01

The geometry in XYZ format:
```
75
Properties=species:S:1:pos:R:3:forces:R:3
C 2.114147 0.755006 -1.784307 0.6 0.5 0.2
C 2.653434 0.473505 -0.383650 -0.3 -0.1 -1.2
Cl 4.366675 0.627164 -0.021548 -0.7 -0.1 -0.5
C 1.804041 0.114661 0.564497 -0.6 -0.8 1.2
Cl 0.078933 -0.048317 0.180493 0.8 0.0 0.4
C 2.152517 -0.150374 1.978829 0.0 0.1 0.1
C 2.651410 0.742012 2.841916 0.1 -0.4 -0.7
S 3.061094 2.448039 2.664055 0.0 0.0 0.8
C 2.808057 0.028384 4.190132 0.0 1.1 -2.7
O 3.141880 0.613653 5.140596 0.6 0.1 2.5
O 2.515481 -1.288910 4.037943 -0.3 0.4 0.0
C 1.975573 -1.449734 2.745561 0.9 2.4 0.0
O 1.466289 -2.440594 2.435441 -1.0 -2.3 -0.8
H 2.902558 0.869953 -2.538136 -0.1 0.1 0.4
H 1.412593 -0.014868 -2.132668 0.3 0.1 0.3
H 1.550929 1.702834 -1.706860 0.2 -0.3 -0.3
H 3.567683 2.605506 1.413048 -0.4 -0.8 0.3
C -1.261304 -3.856957 3.712168 0.2 -0.4 0.1
C -2.425122 -3.104418 4.416193 1.8 0.0 -1.4
C -1.914595 -2.255007 5.597517 -0.3 0.0 0.6
C -1.704130 -3.003497 6.909909 0.1 -0.1 0.0
C -2.916769 -3.867265 7.239625 0.1 0.5 0.0
C -3.269224 -4.820490 6.095456 0.8 -1.8 0.7
N -3.473676 -4.092040 4.807158 -1.2 2.2 1.5
O -4.620088 -3.472976 4.874107 -0.1 -0.6 -0.6
C -2.146289 -5.872331 5.977134 0.3 0.1 -0.2
C -4.505345 -5.643127 6.475249 -0.5 0.4 -0.2
C -2.910431 -2.105970 3.354397 -0.8 0.0 0.1
H -1.291239 -4.935558 3.844127 -0.1 0.0 0.2
H -1.291004 -3.719828 2.630287 0.0 0.2 0.1
H -0.286820 -3.510476 4.058234 0.0 0.0 0.0
H -2.634764 -1.453778 5.797115 -0.1 -0.1 -0.1
H -0.984364 -1.754986 5.317726 -0.1 -0.1 -0.2
H -0.794450 -3.608899 6.863881 -0.1 0.0 0.0
H -1.543620 -2.283643 7.716336 0.0 0.0 -0.1
H -2.721707 -4.435348 8.153246 -0.1 -0.2 -0.1
H -3.768519 -3.217286 7.467388 -0.1 0.0 -0.2
H -2.339585 -6.560799 5.151920 0.0 0.1 0.0
H -2.086490 -6.465428 6.891175 -0.2 0.1 0.0
H -1.156639 -5.441731 5.836424 0.0 0.0 -0.1
H -5.362935 -5.017904 6.723052 0.0 0.1 -0.2
H -4.297567 -6.253758 7.355096 0.2 0.1 -0.1
H -4.792617 -6.315776 5.664376 0.0 0.1 0.0
H -3.357683 -2.618755 2.500602 0.0 0.0 0.1
H -2.066169 -1.518750 2.986596 0.1 -0.2 0.1
H -3.641886 -1.399730 3.748204 -0.1 -0.1 0.0
C 1.497281 1.792164 -7.208796 0.2 0.2 -0.4
C 1.072772 2.419114 -5.850123 -0.1 -1.6 -1.5
C -0.376137 2.944194 -5.899337 -0.2 0.6 0.2
C -0.557686 4.329932 -6.511127 0.1 0.0 -0.1
C 0.445542 5.316231 -5.922057 -0.4 -0.3 0.2
C 1.886654 4.820738 -6.063247 0.7 1.2 -1.6
N 2.068533 3.462093 -5.468222 -1.9 0.7 2.1
O 2.057002 3.586359 -4.169125 0.8 -0.2 -0.2
C 2.260422 4.835787 -7.560320 -0.1 -0.3 -0.2
C 2.843854 5.839581 -5.434928 0.1 -0.2 0.6
C 1.061898 1.227905 -4.883745 0.2 0.3 0.6
H 2.256013 2.363672 -7.736637 -0.1 0.1 0.1
H 1.949282 0.808519 -7.070878 -0.1 0.0 0.1
H 0.647256 1.671215 -7.883057 0.0 0.0 0.0
H -0.773078 2.989548 -4.879214 0.2 0.0 0.1
H -1.009154 2.231512 -6.432263 0.2 -0.1 0.0
H -0.465844 4.283158 -7.599953 0.1 0.0 0.0
H -1.571885 4.684150 -6.311701 0.0 -0.1 0.0
H 0.333980 6.286395 -6.413244 0.2 0.0 0.0
H 0.204422 5.485381 -4.867081 0.2 -0.1 0.0
H 3.274501 4.461456 -7.714964 0.0 0.0 0.0
H 2.225146 5.854901 -7.948052 0.0 0.0 0.2
H 1.584378 4.255886 -8.185991 0.0 0.0 0.0
H 2.614097 6.038115 -4.388238 0.0 -0.2 0.0
H 2.775769 6.794556 -5.957507 -0.1 -0.1 -0.2
H 3.878832 5.497715 -5.501316 0.0 0.0 0.0
H 2.067086 0.830938 -4.730339 0.0 0.1 -0.1
H 0.445677 0.422285 -5.287678 0.0 0.2 -0.2
H 0.645123 1.485093 -3.910902 0.1 0.1 -0.1
```
Forces are in eV/Å.


C22H28GeN3O4RhSSb as an isolated structure, computed with the ωB97M-V functional and the def2-TZVPD basis.

Results
Relative energy (zero: lowest compared OMol25 entry of this formula, charge and spin)   0.0 kJ/mol
Maximum force   0.91 eV/A
LUMO level (alpha / beta)   2.5 / 2.5 eV
Net charge   -1
Orbital gap (alpha / beta)   5.92 / 5.92 eV
HOMO energy (alpha / beta)   -3.4 / -3.4 eV

The geometry in XYZ format:
```
61
Properties=species:S:1:pos:R:3:forces:R:3
Rh -0.417368 -0.249014 -0.252347 -0.5 -0.7 0.3
C 2.474089 -2.216588 -0.412254 0.0 0.0 0.0
C 1.767370 -2.433676 0.885261 0.0 -0.1 0.0
C 2.445228 -2.918499 2.000147 0.0 0.0 0.0
C 1.759552 -3.118149 3.177486 0.0 0.0 0.0
C 0.402740 -2.840908 3.206367 0.0 -0.1 0.0
C -0.195722 -2.326885 2.070137 0.0 0.0 0.0
N 0.466826 -2.123281 0.927328 0.2 0.5 0.0
Sb -2.249882 -1.754384 2.239692 0.1 0.1 0.1
C -2.801492 -2.197757 0.222145 0.1 0.1 -0.1
C -3.889022 -3.016895 -0.048961 0.0 -0.1 -0.1
C -4.191886 -3.322373 -1.367264 0.0 0.0 0.0
C -3.394993 -2.796329 -2.369245 0.0 0.0 0.0
C -2.324676 -1.975853 -2.032513 0.0 0.0 0.0
C -1.442648 -1.354671 -3.069806 -0.1 0.0 0.0
N -2.038645 -1.686622 -0.754504 0.1 0.2 -0.1
C -1.991435 0.372851 2.031326 0.0 0.0 0.0
C -1.907342 1.092000 3.216993 0.0 0.0 0.0
C -1.745081 2.461508 3.160306 0.0 0.0 0.0
C -1.750407 3.078496 1.920256 0.0 0.0 0.0
C -1.846416 2.304333 0.775889 -0.1 0.0 0.0
C -1.859816 2.927438 -0.587814 0.0 0.0 0.0
N -1.921998 0.962335 0.829577 0.2 0.1 -0.1
H 3.480814 -2.634213 -0.393404 0.0 0.0 0.0
H 2.550555 -1.146915 -0.576195 0.0 0.1 -0.1
H 1.906618 -2.663696 -1.231652 0.0 0.0 0.0
H 3.510224 -3.090211 1.937961 0.0 0.0 0.0
H 2.274852 -3.464222 4.064400 0.0 0.0 0.0
H -0.175790 -2.978461 4.111450 0.0 0.0 0.0
H -4.482358 -3.409086 0.767267 0.0 0.0 0.0
H -5.032408 -3.960789 -1.610346 0.0 0.0 0.0
H -3.592674 -3.011382 -3.411392 0.0 0.0 0.0
H -1.639942 -1.762356 -4.062036 0.0 0.0 0.0
H -0.394569 -1.508349 -2.802884 0.0 0.0 0.0
H -1.600530 -0.273630 -3.084113 0.0 0.0 0.0
H -1.918058 0.572633 4.166476 0.0 0.0 0.0
H -1.611900 3.041493 4.064259 0.0 0.0 0.0
H -1.640900 4.151225 1.830997 0.0 0.0 0.0
H -1.675182 4.000162 -0.534438 0.0 0.0 0.0
H -2.829170 2.759062 -1.063870 0.0 0.0 0.0
H -1.101366 2.461510 -1.212788 -0.1 0.0 0.1
O 3.578366 0.164601 2.644664 -0.1 0.0 0.0
S 2.340865 0.873887 2.374087 0.1 0.1 0.1
O 2.394389 2.308145 2.599271 -0.1 0.1 0.0
O 1.151138 0.245320 2.934903 0.0 0.0 0.0
O 2.225372 0.704189 0.764549 0.0 -0.4 -0.2
C 0.567400 2.025487 -3.164351 0.0 0.0 0.0
Ge 1.745830 1.867455 -1.574611 0.0 0.1 0.0
C 3.298077 0.841593 -2.218878 -0.1 0.0 0.0
C 2.375351 3.690570 -1.163396 0.0 0.0 0.0
C 0.982995 1.113334 0.102816 0.2 0.2 0.1
H 1.109437 2.563980 -3.946239 0.0 0.0 0.0
H -0.358413 2.565720 -2.967098 0.1 0.0 -0.1
H 0.310776 1.035942 -3.549037 0.0 0.0 0.0
H 3.848201 1.417737 -2.966433 0.0 0.0 0.0
H 2.983191 -0.096928 -2.677256 0.0 0.0 0.0
H 3.960018 0.619923 -1.382301 0.0 0.0 0.0
H 2.903634 4.138650 -2.008435 0.0 0.0 0.0
H 3.042044 3.650960 -0.300860 0.0 0.0 0.0
H 1.529765 4.330946 -0.903540 0.0 0.0 0.0
H 0.636378 1.988625 0.674228 0.0 0.0 0.0
```
Forces are in eV/Å.


Q: Among the records above, which one has the highest maximum force?
A: C60H66BClO5


Q: Which of these has the highest maximum force?
A: C60H66BClO5


Q: Which value of maximum force does entry 2 give?
A: 3.94 eV/A


Q: The highest maximum force belongs to which entry?
A: C60H66BClO5